1.
# C32H31N2PS

5 unconnected molecules or ions with the total composition C32H31N2PS in a non-equilibrium geometry (ωB97M-V with the def2-TZVPD basis set, OMol25).

```
67
Properties=species:S:1:pos:R:3:forces:R:3
S -0.2473 -2.5816 4.4770 -0.1 0.4 -0.4
P 0.2904 -0.9812 3.4990 -0.7 -0.2 0.6
C -0.9877 0.4584 3.5823 -0.5 4.8 -0.1
C -0.3249 1.9922 3.6212 -4.4 -1.3 -0.1
C -1.3083 3.3063 3.6647 -2.7 -4.1 0.0
C -2.9273 3.0348 3.6978 3.0 -1.0 -0.2
C -3.6347 1.5246 3.6474 1.4 0.9 0.1
N -5.1367 1.4897 3.6592 3.5 -6.5 -0.6
C -5.5892 0.0595 3.5616 2.2 1.1 0.2
C -4.6312 -1.2545 3.5060 2.2 3.0 0.0
N -3.1308 -1.1777 3.5075 -4.9 4.3 0.2
C -2.6399 0.2396 3.5926 0.1 0.2 -0.2
H 1.5569 -0.5484 4.1062 -1.2 0.4 -1.0
H 0.5998 -1.2610 2.0951 -0.2 0.7 1.0
H 0.8312 2.1743 3.6095 -2.5 -0.6 0.0
H -0.8437 4.3975 3.6735 -1.3 -2.6 0.0
H -3.6187 4.0073 3.7371 1.5 -2.6 -0.1
H -6.7655 -0.1282 3.5207 2.9 0.6 0.2
H -5.1481 -2.3204 3.4370 1.4 2.5 0.2
C -1.1021 -0.9957 -2.7467 0.0 0.1 0.1
C -1.8588 -1.3748 -1.6384 0.1 0.1 0.0
C -2.0187 -0.4951 -0.5682 0.1 0.1 -0.1
C -1.4293 0.7688 -0.6107 0.0 -0.1 -0.1
C -0.6757 1.1493 -1.7207 -0.1 -0.1 0.0
C -0.5081 0.2660 -2.7869 -0.1 0.0 0.1
H -0.9749 -1.6828 -3.5791 0.0 0.1 0.1
H -2.3237 -2.3570 -1.6083 0.1 0.1 0.0
H -2.6028 -0.7933 0.2982 0.1 0.0 -0.1
H -1.5579 1.4563 0.2211 0.0 -0.1 -0.1
H -0.2178 2.1349 -1.7544 0.0 -0.1 0.0
H 0.0837 0.5607 -3.6491 -0.1 -0.1 0.1
C 3.7748 -6.1757 7.6831 -0.1 0.1 -0.1
C 2.4050 -6.1698 7.9446 0.0 0.1 -0.1
C 1.5650 -5.3015 7.2480 0.3 0.0 0.0
C 2.0941 -4.4453 6.2819 0.1 -0.1 0.1
C 3.4634 -4.4539 6.0177 -0.1 -0.2 0.2
C 4.3047 -5.3156 6.7210 -0.2 0.0 0.0
H 4.4297 -6.8501 8.2287 -0.1 0.1 -0.1
H 1.9919 -6.8419 8.6926 0.1 0.1 -0.1
H 0.4987 -5.2923 7.4568 0.1 0.0 0.0
H 1.4390 -3.7720 5.7354 0.2 -0.2 0.2
H 3.8753 -3.7877 5.2636 -0.1 -0.1 0.1
H 5.3722 -5.3182 6.5188 -0.1 0.0 0.0
C -0.0250 -2.0179 -7.2839 0.1 0.2 0.0
C 1.2525 -1.8019 -7.7997 -0.1 0.1 0.1
C 1.8105 -0.5241 -7.7703 -0.2 0.0 0.1
C 1.0941 0.5367 -7.2154 -0.1 -0.2 0.0
C -0.1819 0.3199 -6.6961 0.1 -0.1 -0.1
C -0.7436 -0.9560 -6.7341 0.2 0.0 -0.1
H -0.4609 -3.0131 -7.3101 0.1 0.1 0.0
H 1.8135 -2.6299 -8.2259 -0.1 0.1 0.1
H 2.8033 -0.3548 -8.1784 -0.1 0.0 0.1
H 1.5308 1.5315 -7.1879 -0.1 -0.1 0.0
H -0.7394 1.1464 -6.2623 0.1 -0.1 -0.1
H -1.7399 -1.1235 -6.3344 0.1 0.0 0.0
C 2.3665 6.1499 -3.5535 -0.1 -0.1 0.0
C 1.1913 6.1347 -2.8029 0.0 -0.1 -0.1
C 0.2570 5.1163 -2.9893 0.2 0.0 -0.1
C 0.5027 4.1068 -3.9205 0.1 0.1 0.0
C 1.6797 4.1201 -4.6684 0.0 0.1 0.1
C 2.6097 5.1436 -4.4886 -0.2 0.0 0.1
H 3.0929 6.9456 -3.4104 -0.1 -0.1 0.0
H 1.0031 6.9176 -2.0724 0.0 -0.1 -0.1
H -0.6617 5.1084 -2.4091 0.1 0.0 -0.1
H -0.2231 3.3104 -4.0624 0.1 0.1 0.0
H 1.8717 3.3324 -5.3929 0.0 0.1 0.1
H 3.5240 5.1566 -5.0754 -0.1 0.0 0.1
```
Forces are in eV/Å.

For the LUMO energy, the calculation gives -0.0646 hartree. For the total energy, the calculation gives -56779.761 eV. The orbital gap comes out at 6.68 eV. Its SMILES is S=[PH2]c1cccc2nccnc12.c1ccccc1.c1ccccc1.c1ccccc1.c1ccccc1. The value obtained for the HOMO energy is -8.44 eV.

Atomic partial charges in e from the natural (NBO) method, atoms 1 to 2: atom 1 (S): -0.570, atom 2 (P): 0.808



2.
# C5H10O

A single C5H10O molecule in a non-equilibrium geometry (ωB97M-V with the def2-TZVPD basis set, OMol25).

```
16
Properties=species:S:1:pos:R:3:forces:R:3
C -0.8103 -0.6326 -1.4351 -0.1 -0.1 0.0
C 0.3412 0.2465 -1.0782 0.3 -1.0 -1.4
C 0.2180 1.3461 -0.1968 -1.0 1.2 2.2
C -0.0248 1.0009 1.3602 -0.3 1.1 -0.6
O -0.4811 -0.2414 1.5844 0.3 -0.4 0.1
C 0.6020 -1.0832 1.1809 0.3 -0.3 0.6
H -1.4342 -0.1579 -2.2050 0.0 0.0 0.1
H -0.4873 -1.5985 -1.8432 0.0 0.2 0.1
H -1.4665 -0.8286 -0.5702 0.2 0.1 -0.2
H 1.2923 0.0700 -1.5728 -0.1 0.0 0.0
H 0.9752 2.1248 -0.2821 0.0 -0.1 0.0
H -0.7923 1.7896 -0.3061 0.3 0.2 -0.4
H -0.5738 1.7301 1.9587 0.0 0.1 -0.3
H 1.3862 -0.3582 0.9069 0.2 -1.1 -0.4
H 0.9674 -1.5913 2.0677 -0.1 -0.2 0.2
H 0.2880 -1.8162 0.4306 0.3 0.3 0.1
```
Forces are in eV/Å.

For the LUMO energy (alpha / beta), the calculation gives 0.0276 / 0.0259 hartree. For the total energy, the calculation gives -7389.937 eV. The orbital gap (alpha / beta) comes out at 8.02 / 7.92 eV. The value obtained for the HOMO energy (alpha / beta) is -7.27 / -7.21 eV. Its energy above the lowest of the compared OMol25 structures with the same formula, charge and spin is 465.9 kJ/mol.

Atomic partial charges in e from the natural (NBO) method, atoms 1 to 2: atom 1 (C): -0.687, atom 2 (C): -0.128



3.
# C29H22NO3S

2 unconnected molecules or ions with the total composition C29H22NO3S in a non-equilibrium geometry (ωB97M-V with the def2-TZVPD basis set, OMol25).

```
56
Properties=species:S:1:pos:R:3:forces:R:3
N 6.9923 -0.8010 2.8702 -2.3 0.7 0.1
C 5.8771 -0.4461 2.8963 2.3 -0.8 -0.1
C 4.5225 0.0165 2.9259 -0.6 0.2 0.0
C 4.2691 1.3958 2.9383 0.1 0.1 0.0
C 2.9650 1.8595 2.9399 -0.5 -0.5 -0.1
C 1.8752 0.9561 2.9337 1.4 -0.5 0.2
C 0.5286 1.4642 2.8437 -1.3 0.2 0.1
C -0.6083 0.7714 3.0523 0.9 0.4 0.8
C -1.9219 1.4297 2.9981 -1.0 0.3 0.9
C -2.2165 2.2747 1.7858 -0.7 0.5 -0.4
C -1.3490 2.4311 0.6937 0.1 0.0 0.0
C -1.6944 3.2109 -0.4150 -0.5 0.0 0.2
C -2.9562 3.8189 -0.4654 0.1 -0.1 0.4
C -3.8305 3.6867 0.6281 0.3 -0.1 -0.1
C -3.4640 2.9251 1.7372 0.2 0.0 -0.2
O -2.7354 1.3296 3.9226 1.2 0.3 -1.4
C 2.1397 -0.4282 2.9708 0.1 0.3 -0.1
C 3.4516 -0.8904 2.9459 -0.1 0.0 0.1
H 5.1044 2.0992 2.9396 -0.2 -0.2 0.0
H 2.7511 2.9271 2.9390 0.1 -0.2 0.0
H 0.4505 2.5254 2.5977 0.0 -0.2 0.0
H -0.6000 -0.2237 3.4947 0.0 -0.2 -0.5
H -0.3817 1.9327 0.7149 -0.4 0.1 -0.2
H -0.9877 3.3225 -1.2429 -0.3 -0.1 0.3
H -3.2579 4.3932 -1.3468 0.1 -0.2 0.3
H -4.8115 4.1654 0.6140 0.3 -0.1 -0.1
H -4.1468 2.8101 2.5790 0.2 0.0 -0.2
H 1.2957 -1.1265 2.9804 0.4 0.2 -0.1
H 3.6530 -1.9640 2.9336 -0.1 0.4 0.0
C -2.8468 -2.3151 8.1741 0.1 0.0 -0.3
C -2.9676 -3.5426 7.5132 0.0 0.2 -0.1
C -2.7971 -3.6113 6.1300 0.0 0.2 0.0
C -2.5374 -2.4447 5.3946 0.0 0.0 0.3
S -2.4076 -2.5725 3.5933 1.7 0.0 0.6
C -0.7098 -2.5713 3.2718 -0.4 -0.3 0.9
C -0.1997 -3.0740 2.0446 0.0 0.1 0.0
C 1.1612 -3.4976 1.9765 -0.3 0.2 -0.2
C 1.7499 -3.8262 0.7623 -0.3 0.2 0.0
C 0.9985 -3.7714 -0.4190 0.0 -0.1 0.0
C -0.3641 -3.4280 -0.3601 0.5 -0.1 0.1
C -0.9620 -3.0883 0.8387 0.3 0.0 0.1
O -3.0333 -3.8498 3.3313 -0.6 -0.2 -0.6
O -2.9816 -1.3771 3.0149 -0.8 0.1 -0.2
C -2.4468 -1.2145 6.0469 0.1 -0.1 0.1
C -2.5630 -1.1583 7.4412 -0.2 -0.2 0.0
H -2.9840 -2.2635 9.2553 0.1 0.0 -0.3
H -3.2073 -4.4517 8.0684 0.1 0.3 -0.1
H -2.8980 -4.5680 5.6211 0.1 0.3 0.0
H -0.0859 -2.5692 4.1660 -0.2 -0.3 -0.1
H 1.7219 -3.5136 2.9175 -0.1 -0.1 -0.4
H 2.8064 -4.1040 0.7405 -0.3 0.0 -0.1
H 1.4623 -4.0066 -1.3756 -0.1 0.0 0.2
H -0.9562 -3.4130 -1.2745 0.1 0.0 0.1
H -2.0029 -2.7695 0.8545 0.2 -0.1 0.0
H -2.3260 -0.2966 5.4693 0.0 -0.3 0.1
H -2.4572 -0.1987 7.9512 -0.1 -0.3 -0.1
```
Forces are in eV/Å.

For the LUMO energy, the calculation gives 0.0622 hartree. For the total energy, the calculation gives -48897.432 eV. The orbital gap comes out at 4.88 eV. Its charge is -1. The value obtained for the HOMO energy is -3.19 eV. Its energy above the lowest of the compared OMol25 structures with the same formula, charge and spin is 0.0 kJ/mol.

Atomic partial charges in e from the natural (NBO) method, atoms 1 to 2: atom 1 (N): -0.342, atom 2 (C): 0.296



4.
# C3H9N3O

2 unconnected molecules or ions with the total composition C3H9N3O in a non-equilibrium geometry (ωB97M-V with the def2-TZVPD basis set, OMol25).

```
16
Properties=species:S:1:pos:R:3:forces:R:3
C 0.8287 1.3648 0.1364 -0.8 0.1 -0.9
C 0.0186 1.3294 1.4263 0.0 0.1 -0.1
N -0.9848 -0.2551 -1.8063 -0.3 -0.5 -1.0
C 0.1627 -1.4251 -0.1499 1.0 -0.6 1.4
N 0.8864 -2.4574 0.2408 -0.1 -0.5 -0.5
O -2.4155 -0.1299 -1.7512 0.6 -0.7 0.4
N -0.5829 -1.1948 -1.0919 -1.7 1.6 -0.5
H -2.6228 0.3804 -2.5422 0.2 0.0 0.0
H 0.1735 1.0628 -0.7534 1.1 0.4 1.2
H 0.8630 -3.3555 -0.2260 0.2 0.1 0.0
H 1.3541 -2.4100 1.1280 -0.1 0.0 0.0
H 1.1796 2.3793 -0.0668 0.0 0.0 0.0
H 1.7170 0.7441 0.2151 0.0 -0.2 -0.2
H -0.8349 2.0038 1.3578 0.0 0.0 0.1
H -0.3659 0.3282 1.6040 0.0 0.0 0.1
H 0.6232 1.6350 2.2793 0.0 0.0 0.1
```
Forces are in eV/Å.

For the LUMO energy (alpha / beta), the calculation gives 0.0123 / 0.0124 hartree. For the total energy, the calculation gives -9770.185 eV. The orbital gap (alpha / beta) comes out at 8.41 / 8.41 eV. The value obtained for the HOMO energy (alpha / beta) is -8.07 / -8.07 eV. Its energy above the lowest of the compared OMol25 structures with the same formula, charge and spin is 516.6 kJ/mol.

Atomic partial charges in e from the natural (NBO) method, atoms 1 to 2: atom 1 (C): -0.622, atom 2 (C): -0.610



5.
# C26H49GaNO4Si2

A molecular structure, C26H49GaNO4Si2 in a non-equilibrium geometry (ωB97M-V with the def2-TZVPD basis set, OMol25).

```
83
Properties=species:S:1:pos:R:3:forces:R:3
O -1.4499 -2.3421 -3.4149 0.8 -1.1 1.3
O -2.4440 -0.6170 -4.6373 -0.2 0.9 -0.9
C -0.4393 -3.3964 -3.5945 -0.6 -0.4 -0.9
C 0.4058 -3.6712 -2.3709 -0.1 0.1 0.1
H 0.1933 -3.0527 -4.4272 -0.4 -0.1 0.3
H -0.9753 -4.3303 -3.9067 0.5 0.7 0.1
H 0.7145 -2.7436 -1.8895 0.0 0.0 0.0
H 1.3083 -4.2166 -2.6417 0.0 0.0 -0.2
H -0.1255 -4.3034 -1.6687 0.0 0.0 0.3
C -2.3056 -2.5497 -2.2505 0.5 0.1 -0.4
C -3.5274 -3.2769 -2.7233 -0.4 -0.4 0.4
H -2.5487 -1.5569 -1.8768 0.1 0.1 0.1
H -1.7413 -3.0887 -1.4777 -0.4 0.2 -0.2
H -4.0251 -2.7577 -3.5511 0.1 -0.1 0.2
H -4.2320 -3.3474 -1.8920 -0.1 -0.2 -0.1
H -3.2572 -4.2817 -3.0604 -0.2 0.1 0.0
C -3.5506 0.4009 -4.5052 0.3 -0.2 -0.4
C -2.1696 -1.0683 -6.0426 -0.1 0.3 0.9
C -4.1354 0.4567 -3.1223 0.0 0.1 0.0
H -4.3035 0.1592 -5.2692 0.2 -0.1 0.3
H -3.0743 1.3517 -4.7772 -0.1 -0.5 0.1
H -4.5421 -0.5114 -2.7965 0.1 0.3 0.0
H -4.9702 1.1618 -3.2372 0.1 -0.2 0.3
H -3.4371 0.8773 -2.3816 -0.2 -0.3 -0.3
C -3.1347 -2.2017 -6.1845 0.0 -0.3 -0.6
H -1.1044 -1.3376 -6.0652 -0.4 0.1 0.0
H -2.3373 -0.2199 -6.7042 -0.1 -0.1 0.1
H -2.8668 -3.0116 -5.4965 0.0 0.1 -0.3
H -3.1107 -2.5702 -7.2048 -0.2 -0.2 -0.1
H -4.1401 -1.8471 -5.9215 0.2 -0.2 -0.3
H -2.3675 -1.5475 -4.1463 0.6 1.1 0.3
Ga 0.8684 1.3821 -1.0062 0.9 1.3 0.6
C 0.0182 0.6687 -2.4513 -2.6 -2.3 -2.5
Si 0.6237 1.2996 -4.0921 0.3 0.4 0.9
H -1.0798 0.8178 -2.4228 0.3 -0.1 0.0
H 0.1668 -0.4389 -2.4482 -0.1 0.6 -0.1
C 1.5137 -0.0894 -4.9708 0.1 0.2 -0.4
C 1.7771 2.7496 -3.7650 0.0 -0.2 -0.4
C -0.6827 2.1189 -5.1506 0.0 0.1 -0.3
C 2.7062 0.7299 -1.1108 0.5 -0.1 0.4
Si 3.8295 1.6345 0.0545 0.4 -0.1 0.0
H 3.0979 0.7505 -2.1403 -0.3 0.2 0.3
H 2.6656 -0.3440 -0.8629 0.0 0.3 0.1
C 4.7072 3.0002 -0.8867 0.0 0.0 0.1
C 5.0506 0.3729 0.7112 0.2 0.1 0.1
C 2.8802 2.3798 1.5007 0.0 0.1 0.1
H -0.1276 2.8786 -5.7217 -0.4 -0.2 0.0
H -1.4323 2.6411 -4.5422 0.2 0.0 -0.1
H -1.1863 1.4544 -5.8592 0.1 0.2 0.0
H 2.4171 -0.3680 -4.4102 -0.2 0.0 -0.2
H 1.8191 0.2957 -5.9536 0.1 -0.3 0.1
H 0.8925 -0.9858 -5.1151 0.2 0.2 0.1
H 2.6828 2.4883 -3.2113 -0.1 0.2 -0.2
H 1.2240 3.5296 -3.2228 0.2 -0.1 -0.2
H 2.0500 3.1164 -4.7630 0.2 0.2 0.3
H 5.2997 -0.3449 -0.0825 0.0 0.2 0.2
H 4.6223 -0.1806 1.5582 0.1 0.1 -0.2
H 5.9726 0.8699 1.0410 -0.1 -0.3 0.0
H 2.5464 1.6075 2.2085 0.1 0.1 -0.1
H 1.9939 2.9517 1.1848 0.2 0.0 0.0
H 3.5445 3.0724 2.0400 -0.2 -0.2 -0.1
H 5.4998 3.4333 -0.2605 -0.2 0.0 -0.2
H 4.0144 3.8039 -1.1731 0.2 -0.2 0.0
H 5.1701 2.5993 -1.7991 -0.1 0.1 0.2
O -2.2476 3.6581 -0.8358 0.7 -0.6 0.5
C -1.2412 3.0572 -0.4905 1.2 1.0 -1.6
O -0.0331 3.1411 -1.0466 -1.2 -0.1 0.7
C -1.2635 2.0850 0.6436 1.2 -1.5 0.0
C -2.2053 2.1267 1.6611 0.0 -0.5 0.5
C -2.0077 1.2797 2.7372 -0.2 0.5 -0.3
C -0.9378 0.3513 2.7366 0.8 -0.3 -0.4
C -0.5221 -0.3820 3.8726 0.2 -0.5 0.3
C 0.5721 -1.2351 3.8338 -0.7 0.4 0.4
C 1.2597 -1.4748 2.6297 -0.5 0.3 -1.0
C 0.8635 -0.8007 1.4780 0.4 -0.5 0.4
C -0.1393 0.1991 1.5542 -0.6 0.9 0.6
N -0.2810 1.1571 0.5842 -1.1 0.0 0.7
H -3.0070 2.8532 1.5641 0.1 -0.1 0.3
H -2.6635 1.3621 3.6041 0.2 -0.1 -0.1
H -1.0884 -0.2340 4.7907 0.2 -0.2 -0.1
H 0.8849 -1.7461 4.7421 -0.1 0.1 -0.2
H 2.0841 -2.1962 2.5898 -0.4 0.3 0.0
H 1.3330 -1.0420 0.5188 -0.1 0.4 0.4
```
Forces are in eV/Å.

For the LUMO energy, the calculation gives -0.1186 hartree. For the total energy, the calculation gives -105563.961 eV. The orbital gap comes out at 7.53 eV. Its charge is +1. The value obtained for the HOMO energy is -10.75 eV. Its energy above the lowest of the compared OMol25 structures with the same formula, charge and spin is 59.2 kJ/mol.

Atomic partial charges in e from the Löwdin method, atoms 1 to 2: atom 1 (O): -0.239, atom 2 (O): -0.132



6.
# C4H5N3O

A single C4H5N3O molecule in a non-equilibrium geometry (ωB97M-V with the def2-TZVPD basis set, OMol25).

```
13
Properties=species:S:1:pos:R:3:forces:R:3
C 1.0795 -0.6996 -0.0234 -1.1 3.8 -3.6
C 1.1561 0.9560 -0.0646 -1.5 1.0 -0.3
C -0.8735 0.3265 -0.1898 -4.8 -1.3 -1.2
C -2.3810 0.0359 -0.0017 3.3 -3.6 0.6
H 2.7018 -0.6348 0.7329 -1.1 -3.4 -3.1
H 1.6656 1.5380 -0.9257 -0.5 -1.8 1.1
H 1.5429 1.3536 0.8526 0.5 0.2 0.6
H -0.9255 -1.7632 -0.0294 2.3 3.5 -2.4
H -3.0025 0.9897 0.1950 -0.2 -2.1 -0.3
N 2.0991 -1.4485 -0.0165 1.2 2.9 4.2
N -0.3582 1.4399 -0.0612 3.8 0.4 0.6
N -0.2811 -0.8436 -0.5482 2.8 -4.4 3.3
O -2.4233 -1.2499 0.0800 -4.6 4.9 0.6
```
Forces are in eV/Å.

For the LUMO energy, the calculation gives -0.0282 hartree. For the total energy, the calculation gives -10741.718 eV. The orbital gap comes out at 8.67 eV. Its SMILES is [H]/N=C1\CN=C(C=O)N1. The value obtained for the HOMO energy is -9.44 eV. Its energy above the lowest of the compared OMol25 structures with the same formula, charge and spin is 569.0 kJ/mol.

Atomic partial charges in e from the natural (NBO) method, atoms 1 to 2: atom 1 (C): 0.395, atom 2 (C): -0.363